Entry 1:
# C25H41N7O3

A molecular structure, C25H41N7O3 at a distorted geometry (ωB97M-V/def2-TZVPD, OMol25).

Positions of all 76 atoms, in Å:
C1 -11.759 13.320 18.862
C2 -12.397 11.934 19.056
O1 -11.991 11.008 18.358
N1 -13.154 11.875 20.173
C3 -13.798 10.627 20.674
H1 -12.565 14.049 18.776
H2 -11.019 13.317 18.061
H3 -11.190 13.601 19.748
H4 -13.159 12.631 20.843
H5 -13.536 9.891 19.914
H6 -14.882 10.742 20.679
H7 -13.533 10.214 21.647
C4 -17.917 8.034 20.867
C5 -16.592 7.867 20.113
O2 -16.600 7.360 18.985
N2 -15.468 8.321 20.646
C6 -14.145 8.143 19.996
H8 -18.621 7.318 20.444
H9 -18.285 9.058 20.941
H10 -17.900 7.561 21.849
H11 -15.419 8.728 21.569
H12 -13.862 7.117 19.760
H13 -13.500 8.762 20.619
H14 -14.106 8.735 19.082
C7 -13.638 7.365 23.137
C8 -14.237 8.677 22.945
O3 -13.428 9.651 22.758
N3 -15.548 8.915 22.862
C9 -16.123 10.256 22.683
H15 -12.588 7.081 23.081
H16 -14.085 6.691 22.406
H17 -13.879 7.027 24.145
H18 -16.095 8.116 23.151
H19 -15.960 10.927 23.526
H20 -17.164 10.239 22.362
H21 -15.585 10.745 21.870
N4 -19.586 10.142 20.955
C10 -20.002 10.225 19.578
C11 -20.944 9.241 19.509
C12 -21.035 8.526 20.683
C13 -20.081 9.035 21.549
H22 -18.964 10.845 21.330
H23 -19.587 10.976 18.922
H24 -21.548 8.847 18.704
H25 -21.742 7.732 20.873
H26 -19.856 8.729 22.559
N5 -17.918 3.115 19.212
C14 -18.968 3.608 18.392
C15 -18.715 4.901 18.085
C16 -17.497 5.290 18.757
C17 -17.037 4.130 19.375
H27 -17.817 2.162 19.529
H28 -19.895 3.126 18.117
H29 -19.386 5.541 17.532
H30 -17.036 6.264 18.685
H31 -16.100 4.030 19.902
N6 -13.879 5.768 17.710
C18 -14.519 5.588 18.878
C19 -13.748 4.759 19.629
C20 -12.570 4.524 18.977
C21 -12.693 5.195 17.797
H32 -14.039 6.397 16.936
H33 -15.460 6.081 19.075
H34 -14.047 4.490 20.632
H35 -11.736 3.976 19.390
H36 -11.994 5.438 17.011
N7 -19.999 4.955 19.959
C22 -20.342 3.855 20.793
C23 -21.042 4.489 21.859
C24 -20.999 5.940 21.708
C25 -20.239 6.188 20.553
H37 -19.564 4.895 19.050
H38 -20.159 2.851 20.439
H39 -21.535 4.018 22.696
H40 -21.489 6.733 22.253
H41 -19.915 7.089 20.053

Summary:
Highest occupied orbital energy = -7.408 eV
Gap between HOMO and LUMO = 0.278 hartree
ΔE to the lowest compared entry with this formula, charge and spin = 297.7 kcal per mole
Multiplicity = 1
Total energy = -1585.66508 a.u.
Lowest unoccupied orbital energy = 0.0060 Eh

Löwdin atomic charge list, values in e, 8 entries: atom 1 (C): -0.02, atom 2 (C): -0.54, atom 3 (O): 0.03, atom 4 (N): 0.04, atom 5 (C): -0.08, atom 6 (H): 0.07, atom 7 (H): 0.08, atom 8 (H): 0.07


Entry 2:
# C25H41NO10S

4 unconnected molecules or ions with the total composition C25H41NO10S (ωB97M-V/def2-TZVPD, OMol25).

Positions of all 78 atoms, in Å:
O1 -5.979 -0.244 -5.782
C1 -4.795 -0.396 -5.640
C2 -3.977 0.420 -4.669
C3 -3.608 -0.465 -3.450
C4 -2.198 -0.950 -3.358
C5 -1.627 -1.521 -2.283
S1 -2.383 -1.879 -0.761
C6 -0.202 -1.813 -2.635
O2 0.758 -1.935 -1.950
O3 -0.139 -1.795 -4.024
C7 -1.160 -0.935 -4.427
O4 -1.080 -0.303 -5.433
N1 -4.093 -1.420 -6.328
C8 -4.345 -2.759 -5.918
C9 -3.304 -3.563 -5.457
C10 -3.550 -4.865 -5.043
C11 -4.842 -5.372 -5.067
C12 -5.880 -4.572 -5.531
C13 -5.637 -3.279 -5.972
H1 -4.612 1.234 -4.327
H2 -3.088 0.827 -5.144
H3 -3.795 0.122 -2.544
H4 -4.286 -1.323 -3.378
H5 -3.533 -2.303 -1.304
H6 -3.100 -1.223 -6.362
H7 -2.288 -3.178 -5.439
H8 -2.726 -5.477 -4.698
H9 -5.029 -6.385 -4.733
H10 -6.886 -4.968 -5.570
H11 -6.441 -2.659 -6.345
C14 1.596 -3.486 0.803
O5 2.424 -4.512 1.322
C15 1.737 -5.417 2.169
C16 1.391 -6.702 1.451
O6 0.449 -6.490 0.411
C17 1.030 -6.435 -0.878
H12 2.152 -2.967 0.025
H13 0.678 -3.889 0.369
H14 1.339 -2.768 1.592
H15 0.828 -4.956 2.567
H16 2.398 -5.648 3.010
H17 0.940 -7.398 2.165
H18 2.301 -7.165 1.056
H19 1.354 -7.430 -1.202
H20 1.882 -5.752 -0.909
H21 0.264 -6.076 -1.564
C18 1.336 0.607 1.465
O7 0.839 0.370 2.769
C19 1.849 0.021 3.702
C20 2.237 1.191 4.578
O8 2.864 2.223 3.837
C21 2.004 3.310 3.537
H22 0.532 1.053 0.880
H23 2.182 1.298 1.472
H24 1.628 -0.332 0.984
H25 2.732 -0.367 3.185
H26 1.449 -0.777 4.335
H27 2.954 0.845 5.330
H28 1.356 1.575 5.102
H29 1.805 3.906 4.433
H30 1.058 2.967 3.110
H31 2.514 3.942 2.812
C22 3.769 6.370 5.320
O9 2.732 6.631 4.392
C23 1.901 7.719 4.759
C24 2.241 8.974 3.988
O10 3.530 9.463 4.314
C25 4.520 9.140 3.355
H32 4.452 5.662 4.853
H33 4.317 7.280 5.577
H34 3.369 5.920 6.235
H35 1.971 7.910 5.835
H36 0.868 7.435 4.532
H37 1.518 9.755 4.247
H38 2.162 8.784 2.913
H39 4.387 9.732 2.443
H40 4.502 8.077 3.100
H41 5.487 9.383 3.792

Summary:
Highest occupied orbital energy = -8.901 eV
Gap between HOMO and LUMO = 0.283 hartree
Multiplicity = 1
Total energy = -2182.41387 a.u.
SMILES = O=C(CCC1=C(S)C(=O)OC1=O)Nc1ccccc1.COCCOC.COCCOC.COCCOC
Lowest unoccupied orbital energy = -0.0442 Eh

Löwdin atomic charge list, values in e, 8 entries: atom 1 (O): 0.11, atom 2 (C): -0.45, atom 3 (C): -0.07, atom 4 (C): -0.11, atom 5 (C): -0.14, atom 6 (C): -0.48, atom 7 (S): 0.90, atom 8 (C): -0.42


Entry 3:
# C25H42AlClF5N5Na2O10

A molecular structure, C25H42AlClF5N5Na2O10 at a distorted geometry (ωB97M-V/def2-TZVPD, OMol25).

Positions of all 91 atoms, in Å:
C1 0.500 4.052 1.165
C2 -0.225 2.795 0.669
C3 -1.364 2.507 1.703
C4 -1.820 1.005 1.703
N1 -3.175 0.766 1.188
C5 -4.172 0.710 2.238
C6 -4.271 1.922 3.137
O1 -4.612 3.123 2.462
C7 -5.324 2.955 1.260
C8 -6.229 1.735 1.172
N2 -5.551 0.483 1.683
H1 0.991 3.833 2.106
H2 -0.233 4.832 1.390
H3 1.225 4.424 0.443
H4 0.445 1.942 0.598
H5 -0.629 3.071 -0.308
H6 -0.970 2.703 2.699
H7 -2.201 3.191 1.495
H8 -1.143 0.499 1.011
H9 -1.643 0.537 2.671
H10 -3.227 -0.147 0.731
H11 -3.936 -0.145 2.888
H12 -5.035 1.697 3.894
H13 -3.342 2.072 3.685
H14 -5.902 3.853 1.048
H15 -4.596 2.870 0.441
H16 -6.458 1.588 0.118
H17 -7.163 1.838 1.718
H18 -6.121 0.134 2.467
H19 -5.512 -0.243 0.968
N3 -9.141 0.420 3.161
O2 -9.633 0.454 4.331
O3 -9.793 0.817 2.212
O4 -7.996 -0.046 3.022
Na1 -2.345 2.263 -0.498
C9 3.803 -0.256 -0.591
C10 3.439 -1.644 -1.073
O5 2.035 -1.668 -0.882
C11 1.565 -0.433 -0.864
O6 0.384 -0.251 -0.779
O7 2.559 0.489 -0.861
H20 4.656 0.169 -1.110
H21 3.975 -0.215 0.485
H22 3.683 -1.796 -2.120
H23 3.887 -2.440 -0.487
C12 1.084 0.597 -4.487
C13 -0.047 1.589 -4.338
O8 -0.105 2.522 -5.428
C14 -0.646 2.049 -6.554
O9 -1.114 0.950 -6.704
O10 -0.588 3.007 -7.475
C15 -1.071 2.619 -8.768
H24 2.030 1.120 -4.625
H25 1.150 -0.032 -3.599
H26 0.923 -0.044 -5.352
H27 0.111 2.205 -3.451
H28 -1.009 1.083 -4.237
H29 -2.073 2.203 -8.697
H30 -0.398 1.892 -9.218
H31 -1.084 3.527 -9.362
C16 0.330 -4.397 0.340
C17 1.602 -4.028 0.964
N4 2.563 -3.593 1.428
H32 -0.129 -5.234 0.861
H33 -0.350 -3.515 0.365
H34 0.512 -4.673 -0.697
C18 7.249 -4.273 -1.701
C19 6.484 -3.154 -2.226
N5 5.893 -2.262 -2.639
H35 7.851 -4.729 -2.489
H36 7.922 -3.927 -0.919
H37 6.577 -5.024 -1.289
F1 0.260 -1.042 6.662
C20 0.798 -0.605 5.502
C21 1.237 -1.524 4.576
C22 1.785 -1.072 3.383
C23 1.892 0.292 3.144
C24 1.452 1.196 4.104
C25 0.892 0.754 5.294
H38 1.148 -2.581 4.783
H39 2.126 -1.797 2.657
H40 2.328 0.648 2.218
H41 1.551 2.256 3.940
H42 0.541 1.442 6.052
Cl1 -2.016 -2.155 1.184
Na2 -10.618 1.346 5.891
F2 11.878 -6.255 -3.776
Al1 11.064 -6.319 -2.310
F3 11.325 -4.894 -1.447
F4 11.571 -7.637 -1.406
F5 9.392 -6.426 -2.593

Summary:
Highest occupied orbital energy = -8.679 eV
Gap between HOMO and LUMO = 0.215 hartree
Multiplicity = 1
Total energy = -3530.70959 a.u.
Lowest unoccupied orbital energy = -0.1040 Eh

Löwdin atomic charge list, values in e, 8 entries: atom 1 (C): -0.08, atom 2 (C): -0.24, atom 3 (C): -0.18, atom 4 (C): -0.24, atom 5 (N): -0.06, atom 6 (C): -0.28, atom 7 (C): -0.12, atom 8 (O): -0.09